Computed, not measured: a molecular structure, C7H28F6MnN11O13S2 in a non-equilibrium geometry, with wB97M-V/def2-TZVPD.

Last column: Löwdin spin population.
Positions of all 68 atoms, in Å:
Mn: 0.5634 -2.9770 -1.6286  4.749
C: 0.6153 0.6177 -3.6548  0.002
F: -0.3906 1.3513 -3.2642  0.000
F: 0.2075 -0.4009 -4.3936  0.000
F: 1.4021 1.3598 -4.4289  0.001
S: 1.7051 -0.0022 -2.1588  0.007
O: 2.7927 -0.7499 -2.7445  0.001
O: 2.1448 1.1720 -1.4600  0.005
N: 0.5421 -0.9747 -1.2881  0.057
S: -0.2039 -0.1229 -0.1790  0.011
O: -0.4794 1.2420 -0.5277  0.007
O: -1.3593 -0.9267 0.1762  0.006
C: 0.9740 -0.1692 1.3450  0.002
F: 1.4581 -1.4221 1.4034  0.000
F: 2.0122 0.6453 1.2724  0.000
F: 0.2930 0.1494 2.4126  0.001
O: 0.5691 -3.8835 0.3101  0.046
H: 1.1213 -3.6378 1.0937  0.001
H: 0.1178 -4.6963 0.5680  0.004
O: 1.0996 0.2092 5.3934  0.000
H: 1.4322 1.1094 5.1372  0.000
H: 0.2931 0.0926 4.8842  0.000
O: 1.1085 -2.8210 -3.6388  0.052
H: 2.0282 -3.1108 -3.7330  0.003
H: 0.9703 -2.1888 -4.3627  0.003
O: 2.8547 -3.0682 -1.4754  0.038
H: 3.5538 -2.4786 -1.8002  0.002
H: 3.3133 -3.8682 -1.1801  0.001
C: -3.1852 -3.1296 2.7209  0.000
O: -3.7347 -2.5519 3.6500  0.000
N: -3.2589 -2.7560 1.4271  0.000
N: -2.5263 -4.3201 2.9221  0.000
H: -2.8043 -3.3161 0.7387  0.000
H: -3.8786 -1.9766 1.2821  0.000
H: -2.4742 -4.5708 3.8947  0.000
H: -1.7974 -4.6031 2.2946  0.000
C: -1.8926 2.0587 -6.2738  0.000
O: -1.2400 1.0259 -6.4564  0.000
N: -2.2873 2.5515 -5.0594  0.000
N: -2.5423 2.6520 -7.3099  0.000
H: -1.8069 2.1592 -4.2688  0.000
H: -2.5823 3.5067 -5.1169  0.000
H: -2.9300 3.5722 -7.2216  0.000
H: -2.3047 2.3263 -8.2320  0.000
C: 1.3889 -3.7354 3.7639  0.000
O: 1.7540 -4.2587 2.6914  0.000
N: 1.8785 -2.5790 4.2367  0.000
N: 0.5448 -4.3903 4.5970  0.000
H: 1.4200 -2.2386 5.0660  0.000
H: 2.4871 -1.9479 3.7506  0.000
H: 0.2109 -3.9991 5.4617  0.000
H: 0.0863 -5.2491 4.3566  0.000
C: 2.3814 2.9864 3.4132  0.000
O: 2.4749 2.0463 4.2081  0.000
N: 3.0284 3.0218 2.2313  0.000
N: 1.7642 4.1687 3.7231  0.000
H: 2.8664 3.7961 1.6175  0.000
H: 3.4945 2.2115 1.8714  0.000
H: 1.4994 4.2779 4.6856  0.000
H: 1.5959 4.8243 2.9885  0.000
C: -2.5984 4.4364 -1.4678  0.000
O: -3.4121 3.6130 -1.8840  0.000
N: -2.8603 5.7544 -1.3630  0.000
N: -1.3985 4.0196 -0.9338  0.000
H: -3.7528 5.9886 -1.7649  0.000
H: -2.4089 6.3328 -0.6809  0.000
H: -1.1662 3.0476 -0.8343  0.000
H: -0.7721 4.7943 -0.8032  0.000

**Lowest unoccupied orbital energy (alpha / beta)**: -4.2 / -4.7 eV
**Charge**: +1
**Spin multiplicity**: 6
**<S²>**: 8.75
**Kohn-Sham gap (alpha / beta)**: 0.269 / 0.251 Ha